Entry 1:
Formula: C15H11CuF6N5O4S3Te
Source: the OMol25 dataset
Level of theory: wB97M-V/def2-TZVPD

Values from the calculation:
Relative energy (zero: lowest compared OMol25 entry of this formula, charge and spin) = 22.9 kJ/mol
LUMO level (alpha / beta) = 0.15740 / 0.15731 Eh
Kohn-Sham gap (alpha / beta) = 5.2 / 5.4 eV
Expectation value of S² = 0.77

ORCA input file:
```
! RIJCOSX wB97M-V def2-TZVPD def2/J DEFGRID3
* xyz -2 2
Cu -0.53557 -0.60260 0.49044
N -0.54552 -0.61435 4.80931
C -0.29668 -0.85589 3.45826
S -1.68756 -0.95972 2.42428
N 0.95824 -1.00052 3.14127
N 1.11291 -1.14055 1.77451
C 1.73712 -2.16546 1.33154
C 2.36536 -3.19892 2.20035
C 2.01624 -4.53795 2.05030
C 2.58345 -5.51129 2.86072
C 3.51838 -5.15620 3.82223
C 3.87439 -3.82204 3.97445
C 3.29670 -2.84885 3.17433
C 1.71423 -2.36323 -0.14542
C 2.63273 -3.21399 -0.76799
C 2.41417 -3.55619 -2.09983
C 1.42989 -2.89644 -2.81113
C 0.73505 -1.82419 -2.17481
N 0.71645 -1.77772 -0.80143
H -1.47425 -0.87741 5.09477
H 0.18610 -0.96721 5.40865
H 1.29346 -4.80998 1.29150
H 2.29538 -6.54847 2.73774
H 3.96789 -5.91368 4.45360
H 4.60040 -3.53662 4.72656
H 3.54655 -1.80512 3.30511
H 3.43627 -3.65601 -0.19643
H 3.01126 -4.32406 -2.57644
H 1.19655 -3.14177 -3.83650
H -0.16537 -1.44038 -2.63441
F -5.29785 3.97382 -0.89348
C -4.13318 4.26113 -0.29925
F -4.39598 5.10327 0.71586
F -3.37508 4.92042 -1.18282
S -3.28327 2.75064 0.34833
O -2.01187 3.22442 0.80389
O -4.22905 2.24421 1.29679
N -3.27600 1.89429 -0.96570
S -2.08323 1.26222 -1.74125
O -2.55238 0.17273 -2.54499
O -0.85822 1.09147 -1.00440
C -1.62030 2.55884 -2.96794
F -0.74096 2.07061 -3.83566
F -1.08482 3.62206 -2.36257
F -2.69695 2.98187 -3.65652
Te 2.36913 -0.32019 -3.36461
*
```

---

Entry 2:
Formula: C20H34BrClIrN3O4
Source: the OMol25 dataset
Level of theory: wB97M-V/def2-TZVPD

Values from the calculation:
LUMO level (alpha / beta) = 0.01140 / -0.01644 Eh
Kohn-Sham gap (alpha / beta) = 6.0 / 7.0 eV
Expectation value of S² = 6.01

ORCA input file:
```
! RIJCOSX wB97M-V def2-TZVPD def2/J DEFGRID3
* xyz 0 5
O -0.64196 1.61453 0.76810
C -1.08490 2.76722 0.10885
C -2.58660 2.99226 0.40184
C -3.41847 1.96160 0.84512
H -2.99682 0.96433 0.98351
C -4.78388 2.18049 1.03614
H -5.39998 1.34165 1.36479
C -5.34135 3.44101 0.78678
H -6.41517 3.60688 0.91509
C -4.50630 4.47958 0.34943
H -4.92791 5.47054 0.14180
C -3.13595 4.25782 0.16679
H -2.46664 5.04769 -0.19272
H -0.57573 3.63700 0.56239
C 0.71192 3.09398 -1.67713
C -0.72310 2.80842 -1.37460
H 0.83775 3.47465 -2.70312
H 1.28350 2.15012 -1.58045
H 1.09909 3.84113 -0.98118
C -1.66643 2.52679 -2.31033
C -1.42874 2.35864 -3.76898
H -2.70240 2.38961 -1.96987
H -2.03050 3.07978 -4.32170
H -1.78321 1.36027 -4.04324
H -0.37778 2.46550 -4.06023
Ir 0.09528 -0.11600 -0.04083
Cl 0.17303 0.03301 -2.41081
C 0.58190 -2.59573 -1.43395
O 1.05700 -1.94984 -0.45211
N 1.14587 -3.70420 -1.88659
C 2.43695 -4.11551 -1.36786
C 0.43179 -4.55561 -2.82189
H -0.32014 -2.29426 -1.98016
H 2.76525 -3.36786 -0.64627
H 3.14506 -4.18775 -2.19854
H 2.31977 -5.09149 -0.89456
H -0.57291 -4.15451 -2.98215
H 0.34129 -5.56368 -2.41699
H 0.93216 -4.61104 -3.78983
H -2.51332 0.47177 4.93981
H -2.09504 -2.08314 4.31114
C -2.39297 0.60672 3.85863
C -1.86566 -1.76941 3.28848
N -1.44826 -0.36813 3.32245
H -2.00390 1.61076 3.66011
C -0.25172 0.01421 2.88959
O 0.43108 -0.62841 2.02963
H -1.05556 -2.36706 2.87348
H 0.11199 0.98048 3.29497
H -3.37399 0.50074 3.38032
H -2.75481 -1.87387 2.66646
H 5.30345 0.99146 0.31454
H 4.94180 2.17136 2.70744
C 4.55350 1.72833 0.00632
C 4.08658 2.69048 2.26014
N 3.61295 1.96410 1.09478
H 4.03820 1.38151 -0.88677
C 2.38145 1.44247 1.08788
O 2.03960 0.64190 0.16626
H 3.27131 2.74621 2.98819
H 1.71505 1.77459 1.90603
H 5.06521 2.67298 -0.19960
H 4.39876 3.70287 1.98163
Br -2.10383 -1.10518 0.04114
*
```

---

| no. | strongest force on any atom (eV/A) | calculated total energy (eV) |
| --- | --- | --- |
| 1 | 1.0 | -132118.3375 |
| 2 | 3.5 | -119352.9668 |